{
  "formula": "C7H14N2NdOP",
  "method": "ωB97M-V with the def2-TZVPD basis set",
  "multiplicity": 4,
  "homo_lumo_gap_ev": [5.19, 5.19],
  "total_energy_ev": -37074.6044,
  "homo_ha": [-0.2002, -0.2002],
  "lumo_energy_ev": [-0.26, -0.26],
  "de_lowest_kcal_mol": 0.0,
  "elements": ["H", "N", "H", "H", "H", "C", "H", "H", "C", "N", "H", "H", "Nd", "C", "C", "H", "H", "O", "P", "C", "H", "H", "H", "C", "H", "C"],
  "positions_angstrom": [[-0.373900, 0.440489, 3.014766], [0.344993, -3.301339, 0.738112], [2.531052, -0.969878, 0.819550], [-1.704497, 1.905108, -3.702246], [-0.842230, -4.814790, -0.076311], [-0.949721, -3.939078, 0.582877], [-1.308168, -4.279975, 1.565898], [2.573429, -2.638353, 1.290507], [0.825537, -2.077341, 0.424461], [2.185951, -1.929281, 0.664148], [1.054011, -3.915175, 1.131566], [-0.566626, 3.874534, -3.276515], [0.435450, 1.036094, -0.989649], [-0.030504, 3.005415, 0.012476], [-1.667475, 0.980429, -1.761112], [-2.506003, 0.277158, -1.987444], [0.693760, 2.240718, 3.009169], [0.147399, -1.124097, -0.104196], [0.649554, 1.053945, 2.236893], [-0.569562, 3.152909, -2.445972], [1.728371, 0.416183, 2.902411], [-1.728661, -3.295231, 0.155363], [0.306799, 4.671626, -1.262251], [-0.070492, 3.640754, -1.205621], [0.189893, 3.608901, 0.916693], [-1.348361, 1.980274, -2.653574]],
  "atomic_forces_ev_per_a": [[0.255, 0.015, -0.147], [0.840, 0.105, 0.275], [-0.470, -0.926, -0.097], [-0.168, 0.193, 0.509], [-0.074, 0.291, 0.219], [-0.597, -0.141, -0.203], [0.129, 0.116, -0.314], [0.103, 0.696, -0.347], [-1.232, 1.862, -1.209], [-0.234, 0.078, 0.476], [-0.431, 0.170, -0.177], [0.420, -0.580, 0.268], [-0.650, 1.166, -0.078], [0.184, -0.415, 0.761], [-0.085, -0.688, 0.434], [0.775, 0.547, -0.173], [0.066, -0.173, -0.211], [1.544, -3.460, 1.651], [-0.056, 0.007, -0.088], [0.407, -0.020, -0.047], [-0.072, -0.020, 0.391], [0.585, 0.143, 0.107], [-0.166, -0.109, -0.101], [-0.115, 1.171, -0.009], [-0.027, -0.052, -0.678], [-0.933, 0.025, -1.210]]
}

=====

{
  "formula": "C5H11O2",
  "method": "ωB97M-V with the def2-TZVPD basis set",
  "homo_lumo_gap_ev": 7.82,
  "total_energy_ev": -9459.9418,
  "homo_ha": -0.1424,
  "lumo_energy_ev": 3.95,
  "de_lowest_kcal_mol": 2.0,
  "charge": -1,
  "elements": ["H", "H", "C", "H", "H", "H", "H", "C", "H", "H", "H", "C", "C", "H", "H", "O", "C", "O"],
  "positions_angstrom": [[-0.817365, -2.881796, 0.315187], [2.261070, 2.690330, 0.109284], [2.855292, 2.037295, -0.527480], [-0.228497, -0.479156, 0.074126], [3.902157, 2.141823, -0.237915], [-2.673138, 0.132844, -0.700987], [-3.029755, 0.191066, 1.030711], [-2.232055, 0.287137, 0.286398], [-1.639352, -2.144721, -1.053954], [-0.939310, -0.846867, 1.621579], [-2.547998, -2.468399, 0.440142], [2.416542, 0.585573, -0.290342], [-1.580842, -2.152344, 0.036485], [-1.837969, 1.301836, 0.314360], [2.768780, 2.272406, -1.586292], [1.523088, 0.137407, -1.050480], [-1.161760, -0.782886, 0.553739], [2.961106, -0.021553, 0.665447]],
  "atomic_forces_ev_per_a": [[-0.129, -0.122, -0.039], [-0.130, 0.173, -0.164], [0.581, -0.295, -0.068], [0.044, -0.141, -0.061], [-0.003, 0.076, 0.108], [-0.010, 0.050, -0.038], [-0.126, 0.159, -0.118], [0.012, -0.473, 0.247], [-0.079, -0.005, -0.003], [-0.093, 0.061, 0.059], [0.006, -0.044, -0.004], [-0.151, -0.718, 0.441], [0.289, 0.072, 0.104], [0.077, -0.001, 0.108], [-0.287, 0.278, 0.023], [-0.003, 0.196, -0.182], [0.006, 0.425, -0.231], [-0.005, 0.309, -0.180]]
}

=====

{
  "formula": "C24H52I4N3O9P2",
  "method": "ωB97M-V with the def2-TZVPD basis set",
  "homo_lumo_gap_ev": 7.87,
  "total_energy_ev": -99602.1605,
  "homo_ha": -0.4179,
  "lumo_energy_ev": -3.51,
  "de_lowest_kcal_mol": 119.3,
  "charge": 1,
  "elements": ["C", "H", "H", "H", "H", "H", "H", "I", "C", "H", "H", "H", "C", "I", "H", "O", "N", "O", "H", "H", "C", "N", "H", "C", "C", "C", "O", "O", "H", "H", "H", "C", "H", "C", "C", "C", "H", "H", "H", "C", "C", "P", "H", "O", "O", "H", "H", "H", "H", "H", "C", "C", "H", "H", "H", "C", "H", "H", "H", "H", "H", "H", "C", "H", "H", "H", "H", "H", "H", "H", "H", "O", "C", "C", "H", "H", "H", "H", "O", "H", "O", "H", "C", "I", "P", "C", "I", "H", "C", "N", "H", "H", "C", "C"],
  "positions_angstrom": [[-1.472937, -9.177900, 4.091615], [-1.253169, 5.603655, -2.123867], [0.650280, 3.221402, 0.800366], [-0.422275, -8.900377, 4.027152], [-1.912422, 3.899904, -5.735448], [-0.390739, 5.633286, -5.767883], [-0.273069, 0.759193, -2.062257], [2.161577, -2.269484, 0.908351], [-2.097578, -0.825899, 0.435566], [1.375553, 3.701100, 3.973733], [-1.097573, 4.594323, -0.080497], [-0.447618, 4.045072, -2.324717], [4.486087, -1.524829, -2.551808], [-2.966473, -2.228858, -2.525573], [-2.797406, 0.402231, -2.743230], [-2.858221, 4.500320, -4.036198], [-0.793591, 1.421120, 2.605303], [7.867913, -0.437588, -0.624840], [0.625289, -0.082705, 0.413693], [1.611949, 4.639234, 1.352329], [-0.964910, 0.169166, 2.282299], [0.002886, -0.794315, 2.329264], [5.675732, 2.408657, 0.946597], [6.434090, 1.809018, 0.444730], [-0.724365, -0.055236, -2.646066], [0.489631, 1.938744, 3.083542], [-3.708222, -8.803172, 2.157825], [6.522144, 0.695444, -2.313761], [-1.727191, -9.794135, 3.229186], [-0.276521, 3.393136, 4.479225], [-2.930013, -1.535787, 0.394125], [0.599620, 4.252080, 1.179661], [-5.149722, -10.647753, 3.528692], [0.415236, -1.038191, 0.923361], [8.885856, -0.648961, -1.609865], [0.267101, 5.656726, -3.683950], [3.502900, -1.979368, -2.436723], [9.193703, 0.308612, -2.025580], [-0.125462, -0.968213, -2.646743], [-2.394549, 0.222132, -0.671622], [-0.285971, 5.132253, -2.344657], [6.305174, -0.241124, -1.158679], [-1.250348, 4.135114, 2.341352], [-4.312967, -9.031586, 4.509240], [4.711337, -0.656806, -1.428745], [0.870912, 1.311873, 3.902660], [5.232223, -2.317724, -2.597491], [-4.181229, -4.806630, 1.891360], [1.578991, 4.889726, -1.171918], [-1.054684, 3.428613, -4.256394], [-0.843615, 5.572822, -4.770542], [-0.181561, 4.319910, 2.525641], [-1.564674, 2.071763, 2.510039], [-4.430863, 3.336033, -3.318795], [-5.339405, -5.980595, 2.538192], [-3.345594, 3.315110, -3.442362], [-0.599325, -1.958147, -0.781031], [-3.070630, 2.462028, -4.090383], [-2.865141, 3.112621, -2.463839], [0.769086, -0.574802, 2.956826], [1.276432, 1.896517, 2.319451], [6.725872, 2.312089, -0.477243], [-1.626530, 4.240211, -4.727116], [0.869976, 6.510571, -1.124394], [-1.583975, 6.368780, -4.649392], [4.509340, -0.946089, -3.475186], [9.739620, -1.109230, -1.114776], [-2.807433, 0.578591, 1.799073], [-4.479206, -6.320785, 1.012581], [-5.958710, -10.137376, 5.019748], [7.301169, 1.716387, 1.099000], [-2.240857, -7.978102, 4.134456], [0.631234, 5.439102, -1.128547], [-4.397482, -5.868555, 2.001331], [-6.160657, -9.179795, 3.541152], [-0.452505, 6.043472, 0.718336], [-1.632539, -9.748408, 5.006778], [-0.789594, 0.310775, -3.676497], [5.880664, 0.520221, 0.196374], [1.135912, 5.044960, -3.954394], [-3.319205, -6.477106, 2.730362], [-1.889255, 1.172749, -0.454157], [-0.826499, -1.669024, 0.240774], [-4.526546, 0.707738, -0.516160], [-3.673570, -7.963345, 3.404315], [-2.175873, -0.247140, -2.123712], [-1.221994, -3.561007, 1.278969], [-0.069052, 5.353995, 2.870525], [-5.463349, -9.786321, 4.115492], [-2.191422, -0.232528, 1.806559], [0.526798, 6.714613, -3.566284], [8.540317, -1.305498, -2.405604], [0.396535, 3.377119, 3.609102], [-0.172853, 5.140178, 0.162621]],
  "atomic_forces_ev_per_a": [[0.055, -0.391, 0.312], [0.093, -0.105, -0.219], [0.177, 0.225, -0.025], [-0.060, 0.132, 0.018], [0.265, 0.066, 0.120], [-0.080, 0.331, 0.188], [0.242, -0.322, -0.098], [-0.191, 0.509, -0.152], [-1.172, -0.751, -0.573], [-0.070, -0.101, -0.296], [0.090, 0.262, -0.012], [-0.053, 0.169, -0.309], [-0.147, 0.016, -0.253], [0.172, 0.417, 0.048], [-0.013, -0.251, 0.121], [0.192, -0.688, 0.565], [0.826, 0.190, 0.655], [-1.658, -2.258, -0.179], [0.376, -0.293, 0.108], [-0.102, -0.204, -0.160], [-1.527, -0.568, -0.148], [0.594, 1.033, -0.087], [-0.063, -0.120, -0.004], [0.408, 0.137, 0.246], [-0.676, 0.160, 0.053], [1.201, 0.300, 1.142], [-1.230, 0.757, 0.565], [0.201, -1.494, -0.050], [-0.110, 0.103, -0.020], [0.206, -0.038, -0.083], [0.207, 0.120, -0.192], [-1.134, 0.579, 0.322], [0.064, 0.149, -0.128], [-0.830, -0.656, -0.370], [0.398, -0.145, -0.152], [-1.359, -0.473, 0.180], [0.034, 0.037, 0.114], [-0.199, 0.002, -0.061], [0.061, 0.248, 0.181], [-0.385, -0.523, 0.277], [0.826, 0.656, 0.713], [-0.293, 7.081, -0.353], [0.144, 0.080, 0.130], [-0.903, 2.649, 0.046], [1.867, -2.474, 0.893], [-0.346, 0.024, -0.101], [-0.081, -0.064, -0.097], [0.065, -0.054, 0.107], [-0.198, -0.025, 0.022], [-0.072, 0.184, 0.061], [0.546, -1.087, -0.180], [1.337, -0.162, -0.228], [0.091, -0.048, 0.073], [0.174, 0.221, -0.031], [-0.083, 0.119, -0.130], [0.417, -0.481, -0.259], [-0.319, 0.232, 0.035], [-0.411, 0.051, 0.143], [-0.149, 0.239, -0.125], [0.112, 0.089, -0.268], [-0.501, -0.148, -0.221], [-0.034, -0.128, -0.061], [-0.427, 0.899, -0.454], [0.148, -0.222, -0.135], [0.208, -0.032, -0.071], [0.104, 0.017, 0.038], [-0.138, -0.046, 0.105], [-0.436, -0.383, -0.206], [-0.014, -0.099, 0.069], [0.086, 0.143, 0.055], [0.016, 0.021, -0.024], [-0.310, 0.816, -0.034], [-1.094, 0.402, -0.042], [-0.085, 0.057, -0.219], [-0.016, -0.126, -0.066], [-0.044, 0.023, -0.442], [-0.011, -0.022, -0.021], [0.113, -0.231, 0.128], [-0.541, -0.678, -0.077], [-0.005, 0.365, -0.135], [-2.184, 0.179, 2.253], [0.044, -0.154, -0.392], [0.788, -0.644, 1.463], [0.379, 0.154, 0.250], [5.088, -4.124, -2.915], [0.370, 0.565, -0.230], [-0.098, 0.091, -0.387], [-0.368, -0.186, 0.090], [-0.352, -0.227, 0.074], [1.543, 1.002, -0.574], [0.344, -0.277, -0.008], [0.080, 0.088, -0.072], [-1.235, -0.061, -0.311], [1.056, -0.824, 0.475]]
}

=====

{
  "formula": "C5H8O3",
  "method": "ωB97M-V with the def2-TZVPD basis set",
  "homo_lumo_gap_ev": [8.27, 8.28],
  "total_energy_ev": -11450.7559,
  "homo_ha": [-0.3302, -0.3302],
  "lumo_energy_ev": [-0.71, -0.71],
  "de_lowest_kcal_mol": 156.0,
  "elements": ["O", "O", "C", "H", "H", "H", "H", "H", "H", "H", "C", "O", "H", "C", "C", "C"],
  "positions_angstrom": [[0.274020, -1.648608, 0.181300], [-0.010173, -2.033865, 1.530682], [-0.971854, 0.640407, 0.081722], [-1.587426, -0.955613, -1.220046], [1.696828, 1.032764, -1.317694], [-0.139459, 2.349171, 0.936918], [0.545517, -1.388295, 2.026113], [-1.754762, 2.587090, 0.074333], [2.399790, -0.585762, -1.175111], [0.817200, -0.379396, -1.963926], [-0.965531, 1.915225, 0.388024], [1.368666, 0.135980, 1.233891], [-2.307264, -0.978873, 0.456349], [1.467076, -0.020618, -1.168477], [-1.662393, -0.475738, -0.253134], [0.829765, -0.193870, 0.189055]],
  "atomic_forces_ev_per_a": [[1.295, 0.841, 0.346], [0.108, 0.502, -0.185], [-2.414, -0.328, -0.434], [0.255, 0.010, 0.031], [-0.040, -0.009, -0.055], [0.198, 0.024, -0.179], [-0.062, -0.213, -0.098], [-0.162, -0.137, 0.121], [-0.150, -0.076, 0.164], [0.028, 0.020, -0.017], [0.518, 0.129, 0.187], [-1.165, 0.299, -0.827], [0.127, 0.074, 0.174], [-0.592, 0.556, -0.126], [0.268, 1.493, -0.214], [1.787, -3.185, 1.112]]
}

=====

{
  "formula": "C6H10O3",
  "method": "ωB97M-V with the def2-TZVPD basis set",
  "homo_lumo_gap_ev": 8.50,
  "total_energy_ev": -12521.3095,
  "homo_ha": -0.2858,
  "lumo_energy_ev": 0.72,
  "de_lowest_kcal_mol": 126.0,
  "elements": ["H", "H", "H", "H", "H", "H", "O", "C", "H", "O", "H", "H", "C", "C", "O", "H", "C", "C", "C"],
  "positions_angstrom": [[3.162790, 0.068007, -1.011281], [-4.219410, -0.277423, -0.324556], [-2.719625, 0.935499, 1.223829], [-0.613795, 2.589772, 0.429772], [-2.747081, -1.018918, -1.162609], [2.581321, -0.997714, 1.745321], [2.081105, -2.070737, -0.106351], [0.019067, 1.896541, -0.129518], [-0.047819, 2.140288, -1.191684], [2.470252, -0.240743, 1.154506], [-0.483829, -1.705553, 0.510413], [1.535260, -2.391666, -0.836882], [-3.133235, -0.363050, -0.385429], [-2.324376, 0.281734, 0.446703], [2.191935, 0.003047, -1.069993], [1.050456, 2.032599, 0.203874], [-0.405385, 0.514526, 0.103452], [-0.174795, -0.692294, 0.357056], [1.777165, -0.703913, 0.043376]],
  "atomic_forces_ev_per_a": [[-0.311, -0.037, 0.040], [0.208, -0.246, 0.273], [0.122, -0.059, -0.006], [-0.013, -0.166, -0.077], [0.008, 0.245, -0.115], [-0.056, 0.133, 0.005], [0.195, -0.192, 0.035], [0.509, 0.087, 0.059], [0.008, -0.012, 0.083], [-0.008, -0.213, -0.183], [-0.627, 0.183, 0.182], [0.188, 0.024, 0.136], [0.382, -0.059, 0.206], [1.873, 1.922, -1.310], [-0.448, 0.280, 0.237], [-0.025, 0.000, -0.136], [-7.770, 0.652, 1.342], [7.964, -1.124, -1.461], [-2.200, -1.419, 0.688]]
}